Formula: C5H35NO12
Source: the Open Molecules 2025 dataset
Level of theory: ωB97M-V with the def2-TZVPD basis set

ORCA input file:
```
! wB97M-V def2-TZVPD RIJCOSX def2/J DEFGRID3
* xyz 0 1
C 2.2480 2.2892 -0.7129
C 1.8735 0.8425 -0.7508
C 0.3798 0.9774 -0.5328
N -0.2370 -0.3724 -0.1782
C 0.1625 -1.0142 1.0301
C 0.9616 -2.3922 0.8518
O 2.3297 -2.3372 0.9895
H 2.8831 2.4502 -1.5907
H 1.3867 3.1262 -0.7858
H 2.8338 2.3699 0.1678
H 2.4619 0.3505 0.0245
H 2.0431 0.3002 -1.7142
H 0.0681 1.4997 0.2701
H -0.1077 1.3221 -1.4560
H -0.4619 -1.0455 -0.9694
H 0.6988 -0.4416 1.8558
H -0.9090 -1.0862 1.6351
H 0.5347 -2.9355 1.6818
H 0.6606 -3.0383 -0.0004
H 2.7560 -2.6952 0.1711
O -4.0096 1.3603 -0.7027
H -3.1261 1.4282 -0.3358
H -4.1624 1.6429 -1.5777
O -4.2937 -1.1854 -0.7890
H -4.0728 -1.3257 0.1277
H -4.4285 -0.3225 -0.8862
O -2.0424 -1.9133 -2.8597
H -1.5402 -1.4781 -3.4910
H -2.8778 -1.5717 -2.5613
O 1.7128 -1.2470 -3.6753
H 1.7831 -1.9901 -4.3156
H 0.9747 -0.8523 -3.9297
O -3.1151 -4.1398 0.0971
H -2.7997 -4.3655 -0.7798
H -3.7315 -3.3675 -0.0047
O -0.8437 3.6229 -0.3034
H -1.0945 4.4127 -0.0270
H -1.2106 3.0748 0.2636
O 1.1769 1.4242 3.8500
H 0.7468 0.8079 4.3957
H 1.8629 1.0742 3.4572
O 4.5157 -1.1774 -1.4680
H 3.9150 -1.0786 -2.2233
H 3.9301 -0.5719 -0.8961
O -0.9406 2.8686 2.6210
H -0.6925 3.7800 2.8037
H -0.2914 2.3213 3.0197
O -2.8426 -0.2206 1.3542
H -2.2904 -0.2084 0.4801
H -2.9803 0.7270 1.5439
O 3.1697 0.3650 2.5117
H 4.1559 0.2545 2.4329
H 2.8763 -0.3184 1.8813
*
```

Output
- Kohn-Sham gap (eV) = 8.13
- LUMO level (eV) = -0.06
- molar mass (g mol⁻¹) = 301.33
- electronic energy (Ha) = -1168.95863
- SMILES = CCCNCCO.O.O.O.O.O.O.O.O.O.O.O



Formula: C5H35NO12
Source: the Open Molecules 2025 dataset
Level of theory: ωB97M-V with the def2-TZVPD basis set

ORCA input file:
```
! wB97M-V def2-TZVPD RIJCOSX def2/J DEFGRID3
* xyz 0 1
C 3.2742 1.8865 -0.0116
N 1.9608 1.4172 0.3937
C 1.1334 0.9167 -0.6844
C -0.2518 0.7664 -0.0946
C -0.2950 1.8060 1.0787
C 1.1260 2.3916 1.0799
H 3.6181 1.4361 -0.9478
H 4.0143 1.5924 0.7271
H 3.2837 2.9445 -0.3072
H 1.1018 1.3948 -1.6814
H 1.5313 -0.0050 -1.1382
H -0.4156 -0.2429 0.2837
H -1.1036 0.8943 -0.7651
H -0.5798 1.2384 1.9644
H -1.0763 2.5462 0.9217
H 1.1437 3.3638 0.5656
H 1.4646 2.5578 2.1071
H -3.0437 -0.0202 0.9370
H -3.6782 -0.5374 2.2741
O -3.0434 0.0758 1.9023
H -3.3041 1.2455 -2.6733
H -3.4559 1.0373 -1.1808
O -3.4507 1.7315 -1.8531
H -1.8404 -1.0423 2.5862
H -0.5297 -0.9998 3.1777
O -1.2595 -1.6219 3.1347
H -1.1350 4.0048 -2.6128
H -1.5398 2.6048 -2.0161
O -0.8740 3.0872 -2.5209
H 1.1939 -2.5784 -0.7748
H 0.9949 -2.6353 -2.3602
O 0.6169 -2.3457 -1.5295
H -1.1167 -1.9042 -1.6220
H -1.8420 -1.1849 -2.7651
O -2.0061 -1.7652 -2.0109
H -0.7324 1.5827 -3.5051
H -1.5080 0.9689 -4.7555
O -1.1409 0.7833 -3.8915
H -0.4973 -3.0080 2.2100
H -0.2493 -4.4206 1.6818
O 0.2094 -3.5975 1.8837
H -4.7257 -0.9917 -1.0428
H -3.1893 -1.3597 -0.7768
O -3.9496 -0.7731 -0.5486
H 2.1244 -0.5333 3.1884
H 1.7713 -0.1244 1.6990
O 1.6689 -0.8120 2.3900
H 2.0271 -2.2102 0.9088
H 2.0243 -3.7490 1.0846
O 2.3433 -3.0420 0.5227
H 4.2635 -0.1647 1.8631
H 4.1736 -1.6641 1.8677
O 4.7702 -0.9412 1.6363
*
```

Output
- Kohn-Sham gap (eV) = 9.35
- LUMO level (eV) = 0.29
- molar mass (g mol⁻¹) = 301.33
- electronic energy (Ha) = -1169.14707



Formula: C5H35NO13
Source: the Open Molecules 2025 dataset
Level of theory: ωB97M-V with the def2-TZVPD basis set

ORCA input file:
```
! wB97M-V def2-TZVPD RIJCOSX def2/J DEFGRID3
* xyz 0 1
O -3.9033 -0.2034 0.0390
C -3.7614 -0.4417 -1.1384
C -3.5053 -1.8723 -1.5895
C -2.0275 -2.1689 -1.8649
C -0.9336 -1.4741 -1.0772
C 1.4394 -1.2790 -1.3155
N 0.1376 -0.8610 -1.8779
H -3.9182 0.3302 -1.9005
H -3.9766 -2.5272 -0.8476
H -4.0509 -2.1209 -2.5148
H -1.8549 -2.0788 -2.9573
H -1.8666 -3.2517 -1.7834
H -1.3982 -0.6225 -0.5584
H -0.6393 -2.0766 -0.2125
H 1.5553 -2.3611 -1.1951
H 2.2890 -1.1412 -1.9963
H 1.5830 -0.6691 -0.4304
H 0.0466 -1.0989 -2.8542
H 0.8304 2.9733 -2.7411
H 2.2762 3.4793 -2.7529
O 1.4435 3.5696 -3.2202
H -0.3521 0.8587 3.5752
H 0.2070 0.4897 2.1966
O -0.0317 0.1232 3.0579
H 3.9787 -1.8487 2.5759
H 3.0621 -1.4301 3.8703
O 3.8816 -1.2704 3.3420
H -1.0332 2.5016 1.4724
H -2.0601 1.5141 0.8055
O -1.1462 1.8114 0.7648
H -0.1519 3.6666 3.5382
H -1.0619 4.6067 2.6901
O -0.7459 3.7189 2.7693
H 1.9774 -0.0764 5.3411
H 0.9727 -1.0177 4.2076
O 1.6009 -0.8734 4.9349
H -0.7062 -4.2285 1.9309
H -0.1886 -2.7658 1.5441
O -0.0233 -3.5729 2.0201
H 2.4289 2.7773 3.8639
H 2.2172 3.9638 3.0033
O 1.7747 3.4771 3.6949
H -0.2406 -1.6765 -5.1259
H -1.3800 -2.7422 -5.0058
O -0.5433 -2.4261 -4.6240
H 4.4981 0.1556 2.8665
H 3.9782 1.0189 1.6970
O 4.7809 0.8431 2.2032
H -0.2340 1.9932 -0.9004
H -0.0341 0.9490 -2.0405
O -0.2204 1.9025 -1.8770
H -1.3089 1.0159 -3.8230
H -1.8846 1.6188 -5.1403
O -1.7768 0.8186 -4.6396
*
```

Output
- Kohn-Sham gap (eV) = 9.49
- LUMO level (eV) = -0.05
- molar mass (g mol⁻¹) = 317.33
- electronic energy (Ha) = -1244.32036